No. 1
A 2-piece molecular cluster, C2H3ClFI overall. Source: the OMol25 dataset; level of theory: the ωB97M-V functional and the def2-TZVPD basis.

Calculated values
net charge: 0
energy relative to the best compared isomer or geometry (same formula, charge and spin): 77.3 kcal per mole
HOMO-LUMO gap (alpha / beta): 8.35 / 8.44 eV
LUMO (alpha / beta): 0.220 / -0.022 eV
2S+1: 1

Cartesian coordinates (Å):
C  0.96  -0.09  0.99
C  -0.73  -0.21  -0.96
F  -1.66  -1.07  -0.57
Cl  -1.27  1.44  -0.98
I  0.78  1.84  1.55
H  0.18  -0.81  1.17
H  1.75  -0.53  0.52
H  -0.02  -0.57  -1.71

=====

No. 2
An isolated ion of composition C2H4N3O3S and charge +1. Source: the OMol25 dataset; level of theory: the ωB97M-V functional and the def2-TZVPD basis.

Calculated values
net charge: +1
energy relative to the best compared isomer or geometry (same formula, charge and spin): 11.9 kcal per mole
HOMO-LUMO gap: 8.74 eV
LUMO: -5.207 eV
2S+1: 1

Cartesian coordinates (Å):
C  0.67  -1.54  0.00
C  -0.92  0.19  0.12
N  -0.56  -1.13  0.08
N  -2.05  0.57  -0.17
N  1.69  -0.73  0.11
O  0.02  1.06  0.70
O  1.74  1.78  -0.97
O  -2.52  1.75  -0.20
S  1.66  1.24  0.34
H  0.67  -2.62  -0.23
H  -1.32  -1.81  0.15
H  2.71  -1.11  -0.08
H  -1.80  2.35  0.15

=====

No. 3
A 2-piece molecular cluster, C3H10O2 overall. Source: the OMol25 dataset; level of theory: the ωB97M-V functional and the def2-TZVPD basis.

Calculated values
net charge: 0
energy relative to the best compared isomer or geometry (same formula, charge and spin): 43.2 kcal per mole
SMILES string: CCO.CO
HOMO-LUMO gap: 10.87 eV
LUMO: 0.789 eV
2S+1: 1

Cartesian coordinates (Å):
C  0.18  1.22  0.11
C  -1.03  1.84  0.83
O  -1.31  3.11  0.10
H  0.99  2.03  -0.06
H  0.62  0.32  0.63
H  -0.19  0.75  -1.00
H  -0.82  2.11  1.94
H  -1.94  1.31  0.73
H  -0.90  3.87  0.53
C  0.77  -2.84  -0.98
O  0.77  -2.00  0.13
H  -0.17  -3.30  -1.24
H  0.92  -2.33  -1.95
H  1.53  -3.71  -0.77
H  0.58  -2.40  1.01

=====

No. 4
C17H39BeBrF4N5NaO11 as an isolated structure. Source: the OMol25 dataset; level of theory: the ωB97M-V functional and the def2-TZVPD basis.

Calculated values
net charge: +2
HOMO-LUMO gap: 4.26 eV
LUMO: -7.873 eV
2S+1: 1

Cartesian coordinates (Å):
C  -1.61  3.45  0.13
C  -2.45  2.22  0.10
O  -3.75  2.47  -0.14
C  -4.42  1.21  -0.34
C  -5.15  0.83  0.89
N  -6.44  1.54  1.09
C  -7.04  2.09  -0.02
N  -8.32  2.34  -0.04
N  -6.34  2.36  -1.13
C  -5.40  1.26  -1.47
H  -2.24  4.32  0.00
H  -1.11  3.53  1.08
H  -0.87  3.45  -0.65
H  -2.37  1.65  1.05
H  -2.05  1.40  -0.72
H  -3.66  0.47  -0.54
H  -4.50  1.04  1.73
H  -5.30  -0.24  0.89
H  -6.39  2.20  1.85
H  -8.77  2.50  -0.98
H  -8.90  2.26  0.78
H  -6.99  2.53  -1.93
H  -4.97  1.37  -2.44
H  -5.99  0.36  -1.43
Br  -0.75  0.28  -1.26
C  2.35  -0.14  -0.18
O  3.27  -0.25  0.91
C  3.64  0.92  1.45
O  3.26  2.00  1.09
O  4.49  0.66  2.43
C  4.98  1.82  3.12
H  2.13  -1.14  -0.52
H  1.42  0.34  0.12
H  2.80  0.43  -0.99
H  4.16  2.36  3.59
H  5.52  2.46  2.44
H  5.65  1.44  3.89
C  -7.86  6.84  -2.22
N  -7.73  5.53  -2.87
O  -8.20  4.70  -2.09
O  -7.20  5.37  -3.91
H  -8.33  6.49  -1.34
H  -6.88  7.25  -2.02
H  -8.45  7.57  -2.79
F  -8.32  2.51  -2.96
O  0.77  -2.13  -2.28
H  1.37  -2.79  -2.65
H  -0.08  -2.57  -2.20
C  4.62  -2.04  -1.79
C  4.27  -3.35  -2.39
O  3.25  -3.69  -2.86
N  5.38  -4.45  -2.32
C  6.52  -4.23  -3.30
H  4.20  -1.22  -2.44
H  4.18  -2.00  -0.79
H  5.70  -1.88  -1.71
H  5.75  -4.50  -1.37
H  4.89  -5.32  -2.55
H  7.23  -5.04  -3.18
H  7.00  -3.28  -3.06
H  6.11  -4.22  -4.30
O  -2.69  -0.93  1.59
H  -3.00  -0.51  2.42
Na  -9.90  6.22  -1.01
C  3.89  -2.84  2.39
C  3.95  -4.10  3.23
O  5.28  -4.65  3.22
C  6.14  -4.10  4.06
O  5.94  -3.21  4.82
C  7.51  -4.83  3.95
F  7.83  -5.02  2.66
F  7.43  -6.01  4.54
F  8.45  -4.11  4.52
H  4.26  -3.05  1.38
H  2.87  -2.47  2.32
H  4.51  -2.06  2.81
H  3.32  -4.88  2.81
H  3.62  -3.92  4.25
Be  4.56  -0.79  -4.42

=====

no.,DFT total energy (Eh),F_max (eV Å⁻¹)
1,-935.61061,3.23
2,-866.40474,4.26
3,-270.70291,3.57
4,-4922.12347,2.38